(1)
80
Properties=species:S:1:pos:R:3:mulliken_charge:R:1 method="wB97M-V/def2-TZVPD" max_force_ha_per_bohr=0.0192 lumo_ev=4.51 total_charge=-2 orbital_gap_ev=5.18 energy_ha=-4929.064518 homo_ev=-0.67 relative_energy_kj_mol=165.6
Ag -0.40326 -0.35749 -1.75798 0.7259
N -2.45372 3.84256 -1.90731 -0.5284
C -1.89939 2.57892 -1.72889 -0.0142
S -0.91351 1.99752 -2.98648 -0.4691
N -2.21272 2.05779 -0.55897 -0.9932
N -1.83467 0.79524 -0.32499 1.3180
C -2.04143 0.31222 0.86863 -0.2883
C -2.73763 1.03389 1.96086 -0.1274
C -3.92751 1.73399 1.72541 -0.3248
C -4.56823 2.41634 2.74509 -0.7176
C -4.03803 2.42492 4.02967 -0.3275
C -2.87427 1.71478 4.28288 -0.9888
C -2.23607 1.02409 3.26380 0.3267
C -1.59298 -1.06650 1.10186 0.0428
C -2.20963 -1.89060 2.05520 -0.7085
C -1.79164 -3.19742 2.19519 -0.6117
C -0.76885 -3.67029 1.37997 -0.8524
C -0.21674 -2.79553 0.46193 -0.8690
N -0.59965 -1.53150 0.33587 0.8941
H -1.90954 4.41679 -2.52908 0.2317
H -2.69633 4.28447 -1.03037 0.2506
H -4.34327 1.72255 0.73088 0.4564
H -5.48601 2.95313 2.53231 0.3637
H -4.52608 2.97587 4.82529 0.3646
H -2.44969 1.70904 5.28023 0.3856
H -1.32200 0.48128 3.47764 0.4997
H -3.02493 -1.49958 2.64912 0.5303
H -2.25844 -3.85104 2.92307 0.3874
H -0.40437 -4.68572 1.46578 0.4026
H 0.57502 -3.10558 -0.21528 0.5975
C -3.99219 -2.81743 -4.66943 -0.9906
N -2.63237 -3.07732 -4.25590 0.1880
C -1.81066 -3.91225 -4.95037 0.1920
C -0.52576 -4.07351 -4.60738 -1.1324
C 0.03072 -3.27939 -3.50067 0.5602
O 1.20810 -3.41660 -3.15753 -0.7515
N -0.80843 -2.39635 -2.88669 0.1868
C -2.11369 -2.28539 -3.18864 0.2274
O -2.92500 -1.55712 -2.61463 -0.6717
H -4.29044 -3.55464 -5.41611 0.3138
H -4.08357 -1.81317 -5.09062 0.2903
H -4.65463 -2.87234 -3.80699 0.2665
H -2.26873 -4.44062 -5.77980 0.2298
H 0.12906 -4.74482 -5.14336 0.3652
C 2.86691 1.77534 -3.13462 -0.4022
C 2.43926 0.86252 -4.27304 -0.6106
O 1.67123 -0.25415 -3.86779 -0.3341
H 3.30542 2.69545 -3.53111 0.3843
H 3.58399 1.27711 -2.48017 0.2959
H 1.98911 2.02635 -2.53995 -0.2389
H 3.32984 0.52647 -4.82911 0.2860
H 1.80309 1.41674 -4.96787 0.3279
H 2.11214 -0.71748 -3.14340 0.2436
C 4.42117 -0.27183 3.03782 -1.1845
Si 2.86867 -0.93990 2.11145 -0.0921
C 3.35982 -2.75943 1.78064 -1.1477
C 1.59748 -1.10384 3.54030 -0.8951
As 2.40881 0.14285 0.14316 0.0124
Si 2.26197 2.25884 1.03863 0.3893
C 3.97557 3.13924 1.05093 -1.2508
C 1.14985 3.49911 0.12618 -0.8134
C 1.69855 2.43928 2.85867 -0.8553
H 4.69920 -0.88067 3.90579 0.3689
H 4.25186 0.74959 3.38998 0.3137
H 5.27513 -0.23913 2.35569 0.2594
H 3.82022 -3.22988 2.65421 0.3246
H 4.06837 -2.81211 0.94981 0.2837
H 2.48138 -3.34879 1.50241 0.2629
H 2.02413 -1.60470 4.41494 0.4201
H 0.72301 -1.67450 3.21456 0.1236
H 1.24679 -0.11710 3.85643 0.2006
H 4.41694 3.12001 0.05038 0.2960
H 4.65614 2.60127 1.71838 0.2673
H 3.92543 4.18281 1.38408 0.3331
H 1.38995 3.54820 -0.93888 0.2546
H 1.23546 4.50841 0.54120 0.4341
H 0.10519 3.18995 0.20778 -0.0579
H 2.33389 1.84785 3.52163 0.2211
H 0.67081 2.08302 2.97323 -0.0748
H 1.73637 3.47990 3.19444 0.4237


(2)
76
Properties=species:S:1:pos:R:3:mulliken_charge:R:1 method="wB97M-V/def2-TZVPD" max_force_ha_per_bohr=0.0547 lumo_ev=0.34 total_charge=0 orbital_gap_ev=6.67 energy_ha=-1887.592982 homo_ev=-6.34
Ba -0.72036 -0.19668 0.63228 2.0603
C 2.70080 -0.37593 -0.78093 -0.7899
N 1.51244 0.39429 -1.13986 0.8017
C 1.04745 0.03974 -2.49163 -0.7591
C 1.60986 1.81708 -0.92530 0.1350
C 2.83407 2.48112 -0.88339 -0.1376
C 2.93017 3.84076 -0.60482 -0.9936
C 1.76305 4.54242 -0.32992 -0.9918
C 0.53049 3.90357 -0.38021 -0.6775
C 0.40176 2.54998 -0.73144 0.2614
N -0.81172 1.86868 -0.82493 0.0538
C -1.99456 2.49941 -1.19294 -0.6086
C -2.07490 3.73306 -1.86210 -0.6160
C -3.29054 4.35884 -2.11710 -0.7556
C -4.48317 3.76382 -1.73974 -0.8987
C -4.43233 2.47417 -1.22472 -0.3043
C -3.23248 1.81548 -0.99173 0.4652
N -3.18028 0.39638 -0.65761 0.7032
C -4.34390 -0.10236 0.07422 -1.2695
C -2.99292 -0.35743 -1.91452 -0.9191
H 3.50446 -0.28234 -1.52155 0.3620
H 2.42387 -1.42784 -0.70934 -0.1630
H 3.08402 -0.05193 0.18606 0.2350
H 1.85508 0.14678 -3.22601 0.3057
H 0.22340 0.69265 -2.76955 0.2281
H 0.70381 -0.99834 -2.49618 0.0597
H 3.73653 1.91914 -1.09411 0.3723
H 3.89375 4.33220 -0.61081 0.4088
H 1.80738 5.59702 -0.08091 0.3669
H -0.36827 4.46294 -0.15469 0.7518
H -1.16048 4.20870 -2.19025 0.5902
H -3.29579 5.32134 -2.61570 0.3694
H -5.43285 4.25849 -1.88741 0.3942
H -5.36306 1.95428 -1.02742 0.3124
H -5.24436 -0.16094 -0.54551 0.3616
H -4.54816 0.54338 0.92664 0.4325
H -4.13630 -1.11062 0.43791 0.2694
H -3.86813 -0.25950 -2.56377 0.3395
H -2.82432 -1.41909 -1.70470 0.4467
H -2.12397 0.03750 -2.44145 0.1286
C -0.41530 -5.98589 1.00622 -2.0658
C 0.66961 -5.04577 0.50955 1.5994
C 2.02574 -5.60877 0.87555 -1.8509
O 0.49596 -3.79909 1.22420 -1.0885
B -0.01819 -2.77056 0.37651 0.1255
O -0.04315 -3.30642 -0.94537 -0.6322
C 0.51750 -4.64629 -0.99432 1.9084
C 1.83379 -4.53857 -1.74030 -2.0671
C -0.43071 -5.52390 -1.78366 -1.9641
H -0.30214 -6.10449 2.08491 0.5128
H -0.34898 -6.97342 0.54150 0.3431
H -1.40859 -5.57718 0.82019 0.3390
H 2.04017 -5.83504 1.94341 0.4530
H 2.82432 -4.89629 0.67302 0.3391
H 2.23594 -6.53520 0.33008 0.3292
H 2.54007 -3.89515 -1.21337 0.2456
H 1.64120 -4.09702 -2.72027 0.4993
H 2.30377 -5.51415 -1.89137 0.3860
H -1.43465 -5.50758 -1.36401 0.3726
H -0.08261 -6.56154 -1.81659 0.3487
H -0.48793 -5.15504 -2.81030 0.4564
C 2.32299 0.98666 3.54941 -1.0150
N 1.45440 2.14270 3.44673 0.2696
C 2.01851 3.45735 3.13783 -0.2932
C 0.80568 4.38511 3.27984 -0.2382
N -0.11422 3.53700 4.03398 -0.2402
C 0.22898 2.23189 4.00146 0.0675
S -0.73517 0.97369 4.60851 -0.3465
H 2.82069 0.80645 2.59498 0.2000
H 1.72604 0.11987 3.81851 0.3956
H 3.08407 1.14809 4.31581 0.3249
H 2.42629 3.47847 2.12911 0.0191
H 2.81607 3.69463 3.84664 0.3607
H 0.39499 4.63848 2.30373 0.0289
H 1.03758 5.30028 3.81785 0.3011
H -1.08229 3.76652 4.18519 0.2449


(3)
71
Properties=species:S:1:pos:R:3:mulliken_charge:R:1 method="wB97M-V/def2-TZVPD" max_force_ha_per_bohr=0.0118 lumo_ev=2.72 total_charge=-1 orbital_gap_ev=6.24 energy_ha=-4272.379486 homo_ev=-3.52 relative_energy_kj_mol=34.7
Pd 0.59624 1.69686 -1.12503 -0.0469
C 1.01049 -6.07782 -0.00891 -1.6510
C 1.30422 -5.43296 -1.36988 2.0872
C 0.63471 -6.27049 -2.46779 -1.6474
C 2.81354 -5.47631 -1.60072 -2.1835
C 0.76603 -4.00388 -1.39931 -0.2981
C 1.55140 -2.89027 -1.66626 -0.6078
C 0.97453 -1.63473 -1.69255 -0.3467
Br 2.11818 -0.15720 -2.06647 -0.2609
C -0.39864 -1.33131 -1.45804 0.9578
O -0.86482 -0.14745 -1.50034 -1.1180
C -1.18918 -2.50157 -1.15643 -0.1610
C -0.58815 -3.75077 -1.15636 0.4656
C -2.69552 -2.45349 -0.81636 1.9044
C -3.31948 -1.05292 -0.73472 -1.9337
C -3.47301 -3.23315 -1.88739 -1.6893
C -2.91936 -3.11609 0.55237 -1.6514
H 1.39155 -7.10464 0.02066 0.4564
H -0.06161 -6.11239 0.19676 0.2987
H 1.48319 -5.50964 0.79615 0.3493
H 1.01079 -7.29954 -2.46138 0.4598
H 0.83108 -5.83591 -3.45097 0.3476
H -0.44891 -6.30580 -2.33094 0.2872
H 3.16236 -6.51128 -1.54467 0.4330
H 3.35567 -4.89431 -0.85127 0.3931
H 3.08169 -5.08734 -2.58656 0.3824
H 2.61427 -2.97800 -1.85110 0.5091
H -1.22646 -4.60504 -0.94231 0.1507
H -3.24513 -0.51092 -1.67444 0.3701
H -2.84081 -0.42748 0.01751 0.2212
H -4.37715 -1.18420 -0.47239 0.5099
H -3.32480 -2.77128 -2.86621 0.3683
H -4.54566 -3.22621 -1.66565 0.4509
H -3.14609 -4.27374 -1.95442 0.2598
H -2.36778 -2.57675 1.32657 0.2994
H -2.59284 -4.15842 0.57521 0.2880
H -3.98266 -3.08917 0.81282 0.4731
C -0.49715 1.01775 3.59214 -1.4910
Sb 0.21912 1.31660 1.54766 0.8231
C 1.68107 -0.25347 1.74459 -1.3598
C 1.63863 2.87483 2.12840 -1.4779
C 0.98374 4.19754 2.42016 0.9698
C 0.33895 4.37205 3.64993 -0.5498
C -0.31731 5.54544 3.98609 -0.7468
C -0.33583 6.59836 3.07977 -0.6476
C 0.31474 6.44913 1.86584 -0.5520
C 0.97857 5.27191 1.51025 0.7438
C 1.65057 5.21123 0.16807 -1.8169
Sb 0.50739 4.15423 -1.33889 0.6838
C 1.31122 5.28636 -2.97896 -1.3110
C -1.22580 5.39698 -1.10865 -1.3183
H 0.34275 1.01995 4.29467 0.4103
H -0.98921 0.04128 3.62734 0.4040
H -1.22180 1.78364 3.87306 0.3581
H 2.03590 -0.30656 2.77646 0.4926
H 2.51029 -0.02954 1.07295 0.3656
H 1.25366 -1.21157 1.44750 0.2709
H 2.33009 2.91486 1.29016 0.3340
H 2.16451 2.48891 3.00597 0.5634
H 0.36089 3.55213 4.35852 0.3968
H -0.80666 5.63548 4.94811 0.3906
H -0.83969 7.52731 3.31722 0.3846
H 0.31958 7.27221 1.15837 0.3029
H 2.62384 4.72084 0.21354 0.6043
H 1.79649 6.22583 -0.21086 0.5565
H 1.26300 6.35811 -2.76948 0.3372
H 0.74510 5.06636 -3.88538 0.3391
H 2.34850 4.98753 -3.13704 0.3524
H -0.95059 6.45265 -1.16642 0.3235
H -1.67187 5.19285 -0.13461 0.3405
H -1.95457 5.16441 -1.88566 0.3958